(1)
{
  "formula": "C5H10BrN2O2",
  "method": "wB97M-V/def2-TZVPD",
  "fmax_ev_per_a": 4.03,
  "total_energy_ha": -3030.1761,
  "smiles": "C/C(=N/C=[NH+]/Br)OCCO",
  "relative_energy_kcal_mol": 0.0,
  "charge": 1,
  "elements": ["C", "C", "N", "C", "N", "Br", "O", "C", "C", "O", "H", "H", "H", "H", "H", "H", "H", "H", "H", "H"],
  "positions_angstrom": [[-0.048417, -1.217817, 1.127866], [0.699517, -0.794007, -0.160673], [1.893412, -1.286471, -0.302482], [3.118168, -1.167876, -0.382265], [3.848544, -0.073149, -0.141165], [5.715395, 0.124432, -0.208149], [0.050865, -0.342196, -1.212647], [-1.316722, 0.019316, -1.074022], [-1.461677, 1.423323, -0.547057], [-1.305814, 1.565116, 0.830368], [-0.764185, -1.997269, 0.722000], [-0.893087, -0.436593, 1.553873], [0.692155, -1.570995, 1.817927], [3.602783, -2.136985, -0.700343], [3.442372, 0.825354, 0.221909], [-1.722679, -0.111459, -2.150003], [-1.869646, -0.517352, -0.356945], [-2.470550, 1.814418, -0.851024], [-0.779821, 2.029900, -0.977958], [-1.716747, 2.302289, 1.241954]],
  "forces_ev_per_angstrom": [[-2.976, 1.811, -1.237], [-0.978, -1.448, 0.936], [-3.838, 1.240, 0.099], [3.594, -1.257, -0.788], [0.092, 1.666, 0.650], [-0.816, -0.570, -0.103], [1.553, -0.422, 1.026], [-1.099, 1.319, -1.794], [-3.256, 0.509, -0.230], [1.040, -2.244, 0.872], [1.131, 0.150, 0.708], [2.900, -1.568, -0.936], [-0.140, -0.256, 0.495], [0.311, 1.428, 0.408], [0.161, -1.598, -0.650], [0.458, 0.403, 2.021], [-0.428, -1.706, 0.425], [0.693, -0.553, 0.071], [2.322, 2.029, -1.910], [-0.724, 1.066, -0.061]],
  "mulliken_charge": [-1.07, 0.66, -0.05, 0.19, -0.44, 0.10, -0.37, -0.45, -0.52, -0.49, 0.35, 0.27, 0.36, 0.34, 0.34, 0.37, 0.31, 0.41, 0.39, 0.30]
}



(2)
{
  "formula": "C5H10BrN3",
  "method": "wB97M-V/def2-TZVPD",
  "fmax_ev_per_a": 4.49,
  "total_energy_ha": -2934.1138,
  "smiles": "[NH3+]C1=CC[C@]([NH3+])(Br)C=N1",
  "relative_energy_kcal_mol": 0.0,
  "charge": 2,
  "elements": ["N", "C", "C", "C", "C", "N", "Br", "C", "N", "H", "H", "H", "H", "H", "H", "H", "H", "H", "H"],
  "positions_angstrom": [[-2.120684, 2.092734, -0.204474], [-1.039512, 1.095297, -0.019301], [-0.745637, 0.430394, 1.124738], [0.363280, -0.602922, 1.142825], [1.105829, -0.568172, -0.153744], [1.669996, -1.953244, -0.414506], [2.815537, 0.589193, 0.028539], [0.394008, -0.084160, -1.384812], [-0.584157, 0.747159, -1.270202], [-2.883584, 1.734566, -0.882138], [-1.896762, 3.077146, -0.401559], [-2.746594, 2.268645, 0.673970], [-1.175833, 0.545303, 2.107348], [1.014481, -0.304087, 1.988427], [0.018235, -1.651940, 1.348271], [2.645093, -1.991568, -0.553660], [1.050208, -2.392285, -1.151597], [1.486604, -2.591521, 0.454034], [0.629491, -0.440533, -2.432155]],
  "forces_ev_per_angstrom": [[-3.844, 0.148, 2.123], [-0.015, -0.721, 1.089], [-0.101, 0.314, -0.625], [-0.735, 0.598, 0.237], [2.909, 0.172, -0.448], [-3.621, -2.020, 1.729], [-1.369, -0.667, -0.218], [-1.391, 0.778, -0.462], [1.282, -1.086, -0.685], [1.776, 0.683, 0.599], [0.728, -0.371, -0.748], [1.510, -0.830, -1.198], [-0.530, 0.513, -0.118], [-0.098, -0.393, -0.444], [-0.306, 0.985, 0.020], [1.680, 0.013, -0.953], [1.459, 0.174, 0.413], [0.535, 1.311, -1.647], [0.132, 0.398, 1.334]],
  "mulliken_charge": [-0.29, 0.17, -0.53, -0.72, 0.29, -0.30, 0.06, -0.33, -0.40, 0.44, 0.39, 0.45, 0.38, 0.43, 0.35, 0.43, 0.39, 0.38, 0.41]
}



(3)
{
  "formula": "C5H10BrNO",
  "method": "wB97M-V/def2-TZVPD",
  "fmax_ev_per_a": 4.90,
  "total_energy_ha": -2900.4918,
  "smiles": "CNC(=O)C(C)(C)Br",
  "relative_energy_kcal_mol": 15.0,
  "elements": ["C", "N", "C", "O", "C", "C", "C", "Br", "H", "H", "H", "H", "H", "H", "H", "H", "H", "H"],
  "positions_angstrom": [[-2.755795, -0.702228, 0.949933], [-1.399501, -0.251294, 0.847194], [-0.626491, -0.403360, -0.204206], [-0.932709, -0.812240, -1.298249], [1.181856, 0.065855, -0.076152], [1.152583, 1.668754, -0.162785], [1.856713, -0.560297, -1.260567], [1.971831, -0.518030, 1.523667], [-2.941271, -1.327985, 1.900331], [-3.449271, 0.087177, 0.951525], [-2.928040, -1.244529, 0.066624], [-0.950692, 0.064935, 1.681372], [0.222816, 2.075783, 0.015683], [1.919511, 2.041289, 0.575278], [1.569344, 1.972747, -1.110305], [1.113752, -0.690585, -2.116333], [2.228551, -1.517521, -0.882807], [2.766812, 0.051527, -1.400204]],
  "forces_ev_per_angstrom": [[0.198, -1.266, 1.720], [0.303, 0.549, 1.501], [3.935, -0.085, -1.472], [-0.550, 0.026, 0.178], [-4.426, 1.807, -1.092], [3.544, -2.137, 0.908], [-0.036, -0.399, 0.231], [0.198, -0.307, 1.246], [0.475, 0.791, -1.573], [-0.846, 1.281, 0.146], [-0.481, -1.124, -0.941], [0.270, 0.130, 0.331], [-1.944, 0.907, 0.401], [-1.011, -0.149, -0.510], [-0.315, 0.056, -0.550], [1.352, 0.415, 0.983], [-0.197, -0.221, -0.733], [-0.467, -0.274, -0.775]],
  "mulliken_charge": [-0.86, -0.16, 0.56, -0.64, 0.52, -1.19, -1.37, -0.10, 0.26, 0.31, 0.34, 0.21, 0.37, 0.35, 0.33, 0.26, 0.39, 0.41]
}



(4)
{
  "formula": "C5H10BrNO4PSZn",
  "method": "wB97M-V/def2-TZVPD",
  "fmax_ev_per_a": 5.27,
  "total_energy_ha": -5644.7444,
  "charge": 1,
  "elements": ["C", "C", "Br", "C", "C", "C", "O", "O", "N", "S", "P", "O", "O", "H", "H", "H", "H", "H", "H", "H", "H", "H", "H", "Zn"],
  "positions_angstrom": [[2.801827, 1.208377, -0.075233], [1.809916, 0.161070, 0.407795], [1.300897, 0.675534, 2.185550], [0.647864, 0.101281, -0.571244], [-0.644575, -0.359267, 0.011312], [-0.356320, -1.902927, 0.826097], [-1.021441, -1.966026, 1.805499], [0.443823, -2.517867, 0.221908], [-1.673796, -0.674653, -0.833048], [-1.424974, -0.295375, -2.467706], [-3.300700, 0.079632, -0.360752], [-3.265054, -0.123924, 1.225123], [-2.812234, 1.603510, -0.398530], [2.258007, 2.140224, -0.161323], [3.597607, 1.401828, 0.652795], [3.245830, 0.932092, -1.021985], [2.294912, -0.811692, 0.396626], [0.509936, 1.113100, -0.943564], [0.969166, -0.561018, -1.359924], [-1.011310, 0.320831, 0.761958], [-2.356738, -1.119008, -2.938248], [-3.233936, -1.057512, 1.477215], [-3.234001, 2.104061, 0.310594], [4.455293, -0.452270, 0.849084]],
  "forces_ev_per_angstrom": [[-0.642, 0.583, 0.099], [0.309, 0.710, -0.667], [-0.171, -0.174, 0.430], [0.588, -0.683, 0.884], [-1.217, 2.982, -3.278], [0.455, -4.319, 2.987], [-1.220, 1.396, 0.106], [1.000, 0.570, -1.821], [1.304, 1.511, 0.568], [0.473, -0.779, -0.202], [-1.604, -0.577, -0.446], [0.364, -0.125, 0.022], [0.181, 0.066, 0.013], [-0.049, 0.449, -0.236], [-0.270, 0.242, -0.170], [0.102, 0.010, -0.350], [-0.190, -0.367, 0.575], [-0.509, 0.303, -0.228], [0.004, -0.005, -0.572], [0.081, -0.627, 1.287], [-0.388, -0.192, -0.153], [-0.169, -0.108, 0.437], [0.070, 0.408, 0.170], [1.496, -1.274, 0.544]],
  "mulliken_charge": [-1.89, 0.28, 0.01, -1.88, 0.35, 0.56, -0.41, -0.37, 0.08, 0.00, 0.39, -0.45, -0.38, 0.51, 0.47, 0.46, 0.53, 0.56, 0.59, 0.66, 0.25, 0.35, 0.34, -0.01]
}



Number 1: HOMO -13.7 eV, Kohn-Sham gap 9.7 eV. Number 2: HOMO -17.8 eV, Kohn-Sham gap 9.1 eV. Number 3: HOMO -9.0 eV, Kohn-Sham gap 9.7 eV. Number 4: HOMO -10.7 eV, Kohn-Sham gap 3.0 eV.